Density functional theory data (wB97M-V/def2-TZVPD) for a 14-piece molecular cluster, C76H172N8O14 overall in a non-equilibrium geometry.

Structure (XYZ):
```
270
Properties=species:S:1:pos:R:3:lowdin_charge:R:1
H 15.53 -11.81 15.27 0.067
H 18.20 -25.54 16.97 0.058
H 18.73 -21.46 22.34 0.050
H 13.05 -20.19 13.44 0.098
C 14.57 -26.90 18.43 -0.117
C 20.66 -11.89 12.13 -0.534
H 10.83 -20.64 17.26 0.109
H 16.57 -24.31 19.62 0.076
C 13.52 -13.78 17.33 -0.096
N 16.02 -13.35 17.47 -0.061
C 15.13 -20.20 21.05 -0.456
N 9.96 -19.13 14.43 -0.079
H 19.78 -19.57 14.18 0.068
H 18.95 -8.31 11.89 0.098
H 21.48 -11.65 10.24 0.051
H 18.45 -20.07 23.40 0.087
H 22.00 -28.21 14.44 0.113
O 19.96 -26.18 17.04 -0.083
C 17.08 -18.99 13.57 -0.469
H 18.75 -18.12 12.52 0.048
O 18.19 -17.99 15.40 -0.048
C 19.32 -24.61 7.14 -0.033
C 21.13 -27.76 13.98 -0.121
H 21.55 -9.18 12.00 0.103
H 13.65 -21.22 19.67 0.097
N 21.43 -23.37 7.83 -0.057
C 12.10 -20.78 13.46 -0.201
C 19.10 -10.54 14.59 -0.002
H 19.60 -23.81 15.82 0.086
H 16.03 -26.30 14.66 0.098
H 17.22 -27.67 18.54 0.066
O 20.78 -19.54 13.96 -0.182
H 14.80 -23.20 15.60 0.052
H 14.92 -11.33 16.93 0.084
H 16.23 -20.31 11.95 0.142
C 10.22 -19.90 16.65 -0.050
H 18.07 -26.76 15.55 0.063
H 11.58 -17.33 15.66 0.101
H 12.68 -13.91 16.63 0.115
C 16.95 -26.94 19.25 -0.029
C 21.08 -14.44 17.33 -0.154
C 22.26 -24.54 16.53 -0.045
C 18.78 -27.02 14.73 -0.050
O 18.17 -22.62 18.82 -0.193
H 14.15 -26.77 15.88 0.105
H 20.76 -23.06 5.31 0.106
H 16.16 -14.30 15.11 0.082
H 14.47 -13.94 14.35 0.087
C 20.94 -22.81 10.12 -0.215
C 20.16 -27.41 15.17 -0.495
H 20.71 -15.34 17.81 0.063
H 22.06 -25.79 8.78 0.083
H 13.68 -15.98 17.60 0.101
H 17.95 -8.41 13.40 0.095
C 16.62 -15.78 17.44 -0.020
H 23.35 -23.01 10.53 0.082
H 18.93 -22.16 10.55 0.098
O 17.21 -13.15 16.65 -0.061
H 15.29 -21.86 19.73 0.051
H 13.83 -11.84 15.66 0.091
C 10.45 -18.80 13.06 -0.528
H 18.53 -21.67 24.11 0.094
N 16.50 -20.40 21.62 -0.081
H 12.81 -18.40 15.05 0.034
C 21.08 -19.65 12.60 -0.166
H 15.53 -25.24 20.58 0.096
H 12.53 -18.67 16.69 0.092
C 19.48 -22.80 9.85 -0.171
H 18.11 -13.84 18.66 0.072
C 14.52 -21.44 20.33 -0.019
C 11.39 -17.65 12.75 -0.017
O 21.65 -18.34 18.44 -0.141
H 20.37 -12.40 14.22 0.042
H 21.99 -13.19 10.85 0.109
H 21.28 -17.94 20.39 0.080
H 19.65 -13.69 11.41 0.130
H 21.00 -28.90 16.46 0.079
C 11.56 -20.79 14.83 -0.145
H 21.52 -16.97 16.22 0.070
C 13.66 -15.02 18.17 -0.208
C 22.34 -25.55 14.30 -0.098
H 16.05 -19.72 24.07 0.114
H 20.74 -25.60 9.95 0.062
C 17.02 -20.34 12.76 -0.136
H 19.73 -8.14 13.53 0.093
H 13.23 -19.64 21.85 0.105
H 23.22 -26.04 14.76 0.125
H 16.92 -23.31 23.20 0.088
C 21.38 -25.09 15.42 -0.495
H 21.98 -14.07 17.85 0.096
H 17.88 -26.30 19.27 0.098
H 10.21 -20.90 12.31 0.150
H 19.36 -12.08 10.53 0.132
C 15.14 -23.53 16.56 -0.003
C 19.03 -10.19 13.05 -0.491
H 14.38 -23.31 17.38 0.087
H 12.29 -21.79 13.06 0.119
H 14.20 -22.12 21.06 0.046
C 10.96 -19.41 15.41 -0.511
H 18.57 -21.37 17.23 0.068
O 9.23 -17.99 14.96 -0.015
H 19.58 -21.41 8.24 0.105
H 8.52 -19.35 12.71 0.092
O 20.86 -17.66 16.08 -0.038
H 16.74 -22.41 13.00 0.118
H 8.76 -17.65 12.65 0.088
C 20.10 -22.50 6.06 -0.050
H 17.17 -17.88 11.73 0.098
C 20.70 -18.08 19.47 -0.145
H 19.90 -20.73 16.14 0.066
H 19.95 -18.83 19.71 0.064
C 21.84 -12.09 11.10 -0.012
H 15.07 -15.65 19.67 0.117
H 19.86 -29.52 15.29 0.085
H 13.33 -25.29 15.68 0.127
H 22.74 -23.60 6.42 0.137
C 19.23 -22.42 8.35 -0.111
C 18.20 -21.12 23.19 -0.010
H 18.69 -9.68 15.07 0.064
H 16.80 -19.10 17.16 0.094
N 16.33 -25.77 17.23 -0.088
H 15.59 -21.54 13.95 0.087
C 21.64 -26.51 13.20 -0.156
H 20.22 -22.17 18.90 0.084
H 20.31 -13.66 17.40 0.071
H 11.19 -17.28 11.78 0.072
H 17.65 -16.93 13.08 0.081
C 15.97 -25.20 14.91 -0.045
H 15.52 -18.25 20.69 0.071
H 20.49 -21.49 6.27 0.083
C 15.05 -14.25 15.21 -0.027
C 14.01 -25.82 16.35 -0.162
H 20.60 -14.98 15.56 0.089
C 20.35 -24.11 15.07 -0.034
C 17.67 -21.57 14.79 -0.114
H 15.16 -18.29 13.03 0.093
H 22.74 -11.71 11.44 0.047
N 20.91 -26.43 16.03 -0.066
C 15.64 -18.68 13.95 -0.041
N 20.26 -10.53 12.20 -0.078
C 18.94 -8.68 12.95 -0.069
H 13.28 -13.03 18.03 0.096
H 22.65 -25.33 17.13 0.077
C 14.87 -14.81 19.00 -0.147
H 20.89 -23.20 14.82 0.095
H 13.17 -25.18 18.26 0.092
H 13.90 -21.74 23.25 0.098
H 18.17 -12.85 13.24 0.095
H 22.34 -26.81 12.48 0.071
H 18.69 -26.35 13.88 0.074
H 14.33 -27.13 19.51 0.133
C 14.21 -19.79 22.25 -0.108
N 18.08 -19.21 14.70 -0.101
H 21.19 -18.16 17.60 -0.011
H 14.88 -13.93 19.61 0.107
H 22.17 -20.58 17.41 -0.016
C 9.20 -18.59 12.32 -0.079
C 12.02 -18.36 15.75 -0.008
H 12.33 -21.21 15.51 0.117
H 14.80 -27.80 17.82 0.133
H 17.36 -22.43 15.41 0.094
C 19.52 -23.00 19.09 -0.103
H 19.23 -28.71 16.72 0.069
H 11.22 -16.80 13.44 0.101
H 15.28 -24.77 14.18 0.075
H 20.05 -25.23 6.61 0.073
H 16.93 -10.61 12.90 0.113
C 17.85 -10.87 12.37 -0.136
H 12.57 -26.72 17.59 0.114
H 15.60 -20.03 16.12 0.080
H 18.30 -27.94 14.30 0.105
H 22.31 -25.39 10.54 0.040
H 18.50 -24.57 6.45 0.074
H 19.18 -23.87 10.09 0.124
C 16.23 -14.54 18.27 -0.556
H 17.81 -10.37 11.33 0.144
H 19.74 -24.41 14.22 0.074
H 17.64 -15.04 19.87 0.087
H 17.35 -15.49 16.70 0.064
C 16.30 -22.74 22.54 -0.007
H 15.86 -19.18 19.18 0.030
C 20.05 -23.28 7.36 -0.564
H 22.74 -24.71 13.65 0.128
H 9.48 -20.58 16.37 0.059
H 19.00 -19.67 17.31 0.091
H 19.14 -17.80 15.62 0.078
H 23.83 -23.90 9.02 0.072
H 20.65 -20.44 12.06 0.035
O 22.43 -21.27 16.83 -0.060
H 12.76 -15.19 18.84 0.131
C 15.88 -26.10 18.61 -0.534
C 20.04 -28.72 16.01 -0.031
H 16.63 -27.32 20.24 0.102
H 20.95 -18.71 12.05 0.082
H 11.57 -19.82 11.61 0.115
C 17.79 -20.31 15.68 -0.485
H 15.98 -21.42 24.70 0.135
H 16.48 -22.98 21.51 0.054
H 10.64 -21.40 14.99 0.123
O 17.46 -25.00 17.27 -0.075
H 20.15 -17.16 19.28 0.059
C 13.44 -26.08 17.73 -0.151
H 19.51 -23.18 20.19 0.095
H 18.69 -21.78 14.36 0.123
H 21.82 -23.90 17.30 0.071
C 15.62 -24.90 19.54 -0.025
H 15.29 -22.92 22.72 0.049
C 15.22 -19.03 20.00 -0.011
H 16.96 -24.72 14.69 0.081
H 20.43 -26.38 17.88 0.135
H 12.41 -17.94 12.68 0.054
C 15.81 -20.73 23.85 -0.162
H 21.03 -23.09 11.20 0.133
C 15.34 -25.09 16.32 -0.450
H 22.87 -20.79 16.07 0.079
C 18.13 -12.38 12.26 -0.187
H 17.19 -21.61 20.30 0.018
C 19.43 -12.60 11.53 -0.157
H 21.20 -13.64 13.24 0.066
H 18.44 -11.40 14.77 0.070
H 22.04 -12.20 13.76 0.098
C 17.27 -14.21 19.28 -0.031
C 14.83 -11.95 16.07 -0.054
H 21.19 -18.18 15.34 0.053
H 9.15 -18.49 11.24 0.098
H 15.60 -17.89 14.67 0.076
O 21.35 -9.75 12.74 -0.029
H 19.86 -23.80 18.50 0.041
H 21.39 -21.79 9.96 0.131
H 15.75 -16.23 16.86 0.077
C 23.17 -23.20 9.48 -0.058
O 17.38 -20.73 20.56 -0.033
H 14.74 -15.30 15.42 0.067
H 20.92 -25.93 12.58 0.098
H 23.30 -22.20 8.96 0.113
H 14.99 -19.56 14.14 0.054
H 13.67 -20.36 24.24 0.113
H 19.10 -22.29 5.65 0.088
H 20.09 -10.75 14.85 0.050
H 16.63 -20.88 17.33 0.073
O 22.20 -24.28 6.94 -0.070
H 19.02 -25.17 8.05 0.091
H 16.90 -13.36 19.89 0.100
H 17.80 -23.42 18.36 0.051
C 16.69 -21.28 22.76 -0.508
C 21.77 -23.70 9.29 -0.496
H 18.06 -20.51 12.42 0.110
H 9.83 -19.19 17.31 0.061
O 21.43 -14.71 16.00 -0.129
C 18.97 -20.53 16.63 -0.015
H 22.17 -19.96 12.68 0.102
C 14.36 -20.77 23.49 -0.165
C 14.88 -13.39 16.46 -0.455
C 21.73 -25.25 9.68 0.007
H 16.05 -22.97 16.87 0.059
C 21.07 -12.61 13.43 -0.029
H 17.32 -12.96 11.73 0.128
H 17.49 -12.35 17.05 0.070
C 11.06 -20.15 12.52 -0.119
H 18.19 -22.60 8.04 0.127
H 23.04 -23.93 16.17 0.065
H 17.04 -16.53 18.13 0.090
H 14.46 -18.82 22.60 0.096
C 16.60 -20.06 16.58 -0.023
C 16.63 -21.50 13.65 -0.191
C 17.72 -17.94 12.68 -0.025
H 20.68 -28.45 13.23 0.126
H 8.34 -18.24 14.84 0.077
H 14.80 -24.29 19.20 0.050
H 14.15 -18.84 19.68 0.103
```

Values from the calculation:
Gap between HOMO and LUMO   8.8 eV
LUMO energy   0.42 eV
Highest occupied orbital energy   -8.33 eV
Net charge   0
Calculated total energy   -122173.6219 eV
Strongest force on any atom   3.78 eV Å⁻¹
Relative energy (zero: lowest compared OMol25 entry of this formula, charge and spin)   166.46 kJ/mol

Density functional theory data (wB97M-V/def2-TZVPD) for C14H23N3O5Zn as an isolated structure in a non-equilibrium geometry.

Structure (XYZ):
```
46
Properties=species:S:1:pos:R:3:lowdin_charge:R:1
C -2.68 1.18 -5.20 -0.062
Zn 0.55 1.03 3.39 0.899
H -1.91 -2.58 -6.12 0.078
C 1.17 -2.25 0.70 0.186
H 2.32 -1.03 -0.69 0.128
C -2.08 0.25 -4.15 -0.337
C -2.18 -1.53 -5.96 -0.051
C -1.71 -1.09 -4.57 -0.312
H -2.81 2.18 -4.78 0.074
O 0.36 0.11 1.68 -0.042
H -3.27 -1.44 -6.11 0.084
C 3.12 3.08 -0.46 -0.034
C 2.45 1.79 -0.81 -0.045
O 1.77 2.33 2.65 0.043
H 0.87 -2.87 7.51 0.112
C -0.20 -0.66 5.46 -0.507
O 0.82 -0.41 4.78 0.013
H 3.11 1.04 -1.24 0.141
H 2.78 3.93 -1.06 0.152
H -2.04 0.53 3.43 0.147
O -0.23 -1.54 6.44 0.037
H -1.70 -0.96 -6.77 0.091
H -2.03 1.27 -6.09 0.085
H 4.20 3.01 -0.56 0.149
C -0.90 -1.96 -3.84 0.031
H 1.88 -1.69 6.60 0.107
C 1.28 0.13 0.80 -0.297
C 1.00 -2.34 6.57 0.032
H -1.77 0.07 -2.01 0.033
N -1.37 -0.03 5.25 0.083
H 0.19 -1.92 -3.96 0.069
H 1.65 -3.23 0.61 0.106
H -3.66 0.81 -5.55 0.093
C 2.13 2.35 1.44 -0.403
H 0.19 -2.23 1.18 0.096
H 1.60 1.98 -1.48 0.150
H 1.07 -3.04 5.73 0.110
N 1.93 1.35 0.51 0.100
H -2.17 -0.20 5.86 0.191
H -1.83 1.78 -2.74 0.046
N -1.40 0.90 4.14 0.069
O 2.79 3.37 0.95 0.146
C -1.89 0.70 -2.88 0.025
H -1.31 -2.84 -3.35 0.068
H -1.79 1.78 4.47 0.146
C 1.70 -1.10 0.21 -0.030
```

Values from the calculation:
Gap between HOMO and LUMO (alpha / beta)   3.4 / 4.5 eV
LUMO energy (alpha / beta)   -7.67 / -7.66 eV
Highest occupied orbital energy (alpha / beta)   -11.10 / -12.17 eV
Net charge   +2
Calculated total energy   -77998.5435 eV
Strongest force on any atom   3.95 eV Å⁻¹
Relative energy (zero: lowest compared OMol25 entry of this formula, charge and spin)   0.00 kJ/mol

Density functional theory data (wB97M-V/def2-TZVPD) for one molecule with the formula C3H4P2 in a non-equilibrium geometry.

Structure (XYZ):
```
9
Properties=species:S:1:pos:R:3:lowdin_charge:R:1
H -1.67 -2.23 -1.70 -0.027
P 1.82 0.72 -0.06 0.908
H -0.18 -1.24 -2.08 -0.012
H 0.92 1.17 2.31 0.038
P -1.10 -0.87 0.17 0.812
C -0.94 -1.52 -1.38 -0.358
H 0.21 2.34 1.12 0.038
C 0.67 1.37 1.27 -0.479
C 0.27 0.26 0.37 -0.919
```

Values from the calculation:
Gap between HOMO and LUMO   7.7 eV
LUMO energy   -0.92 eV
Highest occupied orbital energy   -8.67 eV
Net charge   0
SMILES   C=PC1=PC1
Calculated total energy   -21750.1101 eV
Strongest force on any atom   1.44 eV Å⁻¹
Relative energy (zero: lowest compared OMol25 entry of this formula, charge and spin)   107.60 kJ/mol

Density functional theory data (wB97M-V/def2-TZVPD) for C19H24AsCrF6N5O3P as an isolated structure.

Structure (XYZ):
```
60
Properties=species:S:1:pos:R:3:lowdin_spin:R:1
H -0.53 -1.50 4.20 0.000
C 2.36 -1.17 -2.77 0.002
C -0.60 -6.10 -0.19 0.000
O 1.41 -0.07 -2.82 0.000
H -1.95 5.13 -2.10 -0.003
H 0.41 2.13 -3.97 0.000
H 1.07 -0.34 2.92 0.003
H 2.54 -1.46 -1.74 0.001
H -0.31 6.61 -1.03 0.012
H 0.62 1.48 4.04 0.001
H -1.21 -6.40 1.85 0.000
H -2.33 -2.52 -2.93 0.000
C -0.52 5.65 -0.57 0.275
As 3.08 1.30 0.80 0.002
C -0.70 -2.31 2.23 0.017
F 4.64 0.99 1.34 0.001
C -0.07 -3.84 -0.90 0.002
N 0.10 -0.10 2.70 0.011
F 1.28 1.52 0.29 0.039
C -0.17 1.21 3.35 0.016
H -1.29 2.62 -3.74 0.000
H 3.27 -0.79 -3.21 0.000
F 2.45 1.43 2.43 0.001
C -0.39 -3.41 0.38 0.005
H 1.98 -2.00 -3.36 0.000
F 3.19 3.00 0.73 0.000
H -1.25 -3.96 3.41 0.000
H -0.91 1.01 -4.41 0.000
C -1.09 3.21 0.55 0.155
O -0.60 1.28 -2.35 0.005
C -2.10 -1.58 -2.44 0.002
N 0.26 3.45 2.31 0.013
C -0.79 -1.18 3.19 0.006
Cr 0.23 -0.23 0.48 3.821
C -0.35 2.26 2.31 0.133
N -0.97 -3.59 2.51 0.009
F 3.43 1.11 -0.85 0.001
F 2.58 -0.40 0.89 0.037
O -0.76 -1.23 -2.84 -0.003
H 0.26 -3.15 -1.67 0.001
C 0.15 5.33 0.63 0.051
P 0.05 -0.13 -2.02 0.013
C -1.76 3.58 -0.67 0.127
C -0.18 -5.19 -1.17 0.001
H -1.11 1.15 3.91 0.006
H 0.86 6.01 1.08 0.000
N -1.18 2.08 1.26 0.120
H -1.81 -0.79 3.21 0.001
C -0.90 -5.69 1.09 0.001
H 1.01 3.72 2.93 0.000
H 0.06 -5.55 -2.16 0.000
H -2.80 -0.81 -2.77 0.000
C -0.59 1.79 -3.72 -0.001
H -0.67 -7.15 -0.44 0.000
N -0.36 -2.14 0.97 0.007
H -2.46 2.90 -1.12 0.003
C -1.46 4.79 -1.19 0.018
C -0.16 4.12 1.16 0.086
H -2.16 -1.71 -1.36 0.002
C -0.78 -4.34 1.35 0.000
```

Values from the calculation:
Gap between HOMO and LUMO (alpha / beta)   8.2 / 4.8 eV
LUMO energy (alpha / beta)   -6.08 / -9.57 eV
Highest occupied orbital energy (alpha / beta)   -14.26 / -14.36 eV
<S²>   8.788
Net charge   +2
Calculated total energy   -148531.7091 eV
Strongest force on any atom   0.20 eV Å⁻¹
Relative energy (zero: lowest compared OMol25 entry of this formula, charge and spin)   0.00 kJ/mol
Spin multiplicity   6

Density functional theory data (wB97M-V/def2-TZVPD) for one molecule with the formula C8H8 in a non-equilibrium geometry.

Structure (XYZ):
```
16
Properties=species:S:1:pos:R:3:lowdin_charge:R:1
H -1.48 0.08 -2.54 0.087
C -0.47 -0.32 1.49 -0.091
C -0.26 0.71 0.53 -0.127
C 1.05 0.32 -0.08 -0.236
C -0.88 0.28 -1.67 -0.041
H 2.31 -1.72 0.85 0.141
H -1.09 2.23 -0.72 0.102
H 0.77 -1.96 2.53 0.152
H -2.45 1.24 -0.25 0.111
C 1.35 -1.05 0.58 -0.059
H 1.90 0.89 -0.08 0.108
H -1.50 -0.38 1.95 0.111
C 0.49 0.16 -1.51 -0.028
C 0.51 -1.30 1.58 -0.160
H 1.12 -0.34 -2.12 0.060
C -1.37 1.16 -0.54 -0.129
```

Values from the calculation:
Gap between HOMO and LUMO   9.0 eV
LUMO energy   0.78 eV
Highest occupied orbital energy   -8.22 eV
Net charge   0
SMILES   C1=C[C@H]2C=CCC2=C1
Calculated total energy   -8421.0678 eV
Strongest force on any atom   6.34 eV Å⁻¹
Relative energy (zero: lowest compared OMol25 entry of this formula, charge and spin)   381.39 kJ/mol

Density functional theory data (wB97M-V/def2-TZVPD) for C7H5LiO3Tl as an isolated structure in a non-equilibrium geometry.

Structure (XYZ):
```
17
Properties=species:S:1:pos:R:3:lowdin_charge:R:1
O 1.85 -1.23 -0.38 -0.010
O 1.24 -0.60 2.22 -0.015
H -0.11 0.88 2.22 0.148
C -2.67 0.46 -0.06 -0.322
Li 2.38 -1.83 1.32 0.822
C -1.41 0.63 0.01 -0.326
H 1.10 1.93 -3.25 0.098
O -3.86 0.48 -0.20 0.111
C 1.11 0.28 -1.95 -0.047
H -0.59 -1.31 0.42 0.182
H 0.51 2.27 -1.51 -0.131
Tl -1.16 2.94 -0.41 0.986
H 1.42 -0.41 -2.74 0.136
C 0.40 0.08 1.64 -0.154
C -0.26 -0.25 0.31 -0.231
C 1.00 -0.38 -0.64 -0.290
C 0.89 1.57 -2.25 0.042
```

Values from the calculation:
Gap between HOMO and LUMO   7.4 eV
LUMO energy   -4.61 eV
Highest occupied orbital energy   -12.01 eV
Net charge   +1
Calculated total energy   -18372.8912 eV
Strongest force on any atom   2.93 eV Å⁻¹